Version w
# C3H9N3

A molecular structure, C3H9N3 (ωB97M-V/def2-TZVPD, the OMol25 dataset).

Last column: Löwdin charge in e.
Cartesian coordinates (Å):
1 N -0.377 0.051 -1.149  0.06
2 C 1.058 0.246 -0.491  -0.45
3 N 0.585 0.522 0.818  0.01
4 H -0.443 0.474 -2.072  0.09
5 H -0.724 -0.907 -1.153  0.10
6 H 0.785 -0.207 1.490  0.09
7 H 1.482 1.128 -0.988  0.14
8 N 1.956 -0.847 -0.570  0.06
9 C -0.939 0.717 0.596  -0.29
10 C -1.892 0.068 1.322  -0.08
11 H 2.400 -0.965 -1.465  0.07
12 H 1.574 -1.710 -0.216  0.08
13 H -1.116 1.753 0.335  0.10
14 H -1.730 -0.950 1.657  0.02
15 H -2.619 0.628 1.886  0.02

The charge is 0. The HOMO energy comes out at -7.27 eV. For the HOMO-LUMO gap, the calculation gives 0.2993 Eh. As for the LUMO energy: 0.87 eV.

Version x
# C3H9N3

A single C3H9N3 molecule (ωB97M-V/def2-TZVPD, the OMol25 dataset).

Last column: Löwdin charge in e.
Cartesian coordinates (Å):
1 C 1.104 -0.822 -0.407  -0.16
2 C -0.227 -0.995 0.474  -0.25
3 C -1.725 0.650 -0.344  -0.16
4 N 1.703 0.328 0.126  -0.16
5 N 0.922 1.342 -0.018  0.07
6 N -0.792 0.283 0.706  -0.09
7 H 1.685 -1.702 -0.402  0.10
8 H 0.738 -0.523 -1.348  0.10
9 H -0.896 -1.655 -0.078  0.11
10 H 0.189 -1.304 1.381  0.08
11 H -2.527 1.237 -0.079  0.04
12 H -1.266 1.111 -1.126  0.03
13 H -2.201 -0.268 -0.659  0.07
14 H 2.103 0.279 0.998  0.10
15 H 1.189 2.040 0.775  0.12

The charge is 0. The HOMO energy (spin up / spin down) comes out at -7.88 / -7.65 eV. For the HOMO-LUMO gap (spin up / spin down), the calculation gives 0.3198 / 0.3081 Eh. As for the LUMO energy (spin up / spin down): 0.83 / 0.73 eV.

version w is favored, and the nearest alternative lies 1.575 eV above it.

Version w
# C3H9N3

A single C3H9N3 molecule (ωB97M-V/def2-TZVPD, the OMol25 dataset).

Last column: Löwdin charge in e.
Cartesian coordinates (Å):
1 C 0.845 0.502 -0.254  -0.23
2 C 2.139 -0.219 -0.126  -0.06
3 N -0.194 0.015 -0.988  0.02
4 C -1.176 -0.156 0.394  -0.61
5 N -2.001 0.977 0.628  0.07
6 N -1.638 -1.368 0.623  0.05
7 H 0.004 -0.925 -1.321  0.09
8 H -1.559 1.851 0.370  0.07
9 H -2.877 0.865 0.131  0.08
10 H -1.584 -1.957 -0.206  0.01
11 H 0.823 1.565 -0.026  0.12
12 H -0.190 0.086 1.102  0.14
13 H 1.959 -1.261 0.160  0.09
14 H 2.794 0.253 0.606  0.08
15 H 2.655 -0.228 -1.093  0.09

The charge is 0. The HOMO energy (spin up / spin down) comes out at -7.67 / -7.66 eV. For the HOMO-LUMO gap (spin up / spin down), the calculation gives 0.2724 / 0.2716 Eh. As for the LUMO energy (spin up / spin down): -0.26 / -0.27 eV.

Version x
# C3H9N3

2 unconnected molecules or ions with the total composition C3H9N3 (ωB97M-V/def2-TZVPD, the OMol25 dataset).

Last column: Löwdin charge in e.
Cartesian coordinates (Å):
1 H -0.121 0.255 -1.627  0.02
2 N -0.298 1.230 -1.836  0.02
3 C 0.489 1.644 -2.753  -0.40
4 N 0.821 2.966 -2.801  0.07
5 H 0.819 0.998 -3.568  0.11
6 H 0.254 3.469 -2.136  0.09
7 H 1.582 3.270 -3.370  0.08
8 C 0.756 -1.805 2.330  -0.05
9 C -0.542 -1.986 2.599  -0.32
10 N -1.589 -1.311 2.009  0.04
11 H 1.431 -2.616 2.568  0.03
12 H 1.177 -0.936 1.843  0.04
13 H -0.830 -2.770 3.295  0.10
14 H -1.434 -0.974 1.075  0.08
15 H -2.515 -1.431 2.372  0.08

The charge is 0. The HOMO energy comes out at -7.93 eV. For the HOMO-LUMO gap, the calculation gives 0.3286 Eh. As for the SMILES: [H]/N=C/N.C=CN. As for the LUMO energy: 1.01 eV.

version x is favored, and the nearest alternative lies 2.891 eV above it.

Version w
# C3H9N3

A molecular structure, C3H9N3 (ωB97M-V/def2-TZVPD, the OMol25 dataset).

Last column: Löwdin charge in e.
Cartesian coordinates (Å):
1 C -0.752 0.006 -0.560  -0.31
2 C -0.727 1.511 -0.557  -0.08
3 N 2.551 -0.533 0.212  -0.04
4 N -1.608 -0.595 0.649  0.02
5 C 0.309 -0.714 0.219  -0.25
6 N 1.342 -0.027 0.611  -0.08
7 H -1.021 -0.469 -1.516  0.13
8 H 2.683 -1.532 0.383  0.07
9 H 3.307 0.008 0.608  0.06
10 H -1.930 -1.547 0.510  0.06
11 H -2.361 0.037 0.895  0.06
12 H 0.329 -1.816 0.152  0.12
13 H 0.042 1.844 -1.251  0.08
14 H -1.715 1.920 -0.771  0.07
15 H -0.450 1.908 0.416  0.07

The charge is 0. The HOMO energy comes out at -6.88 eV. For the HOMO-LUMO gap, the calculation gives 0.2917 Eh. As for the LUMO energy: 1.06 eV.

Version x
# C3H9N3

A single C3H9N3 molecule (ωB97M-V/def2-TZVPD, the OMol25 dataset).

Last column: Löwdin charge in e.
Cartesian coordinates (Å):
1 C 0.706 1.092 -0.714  -0.01
2 C -1.022 -0.531 -0.394  -0.18
3 C -2.011 0.171 0.521  -0.09
4 N 2.451 -0.493 0.639  -0.01
5 N 1.106 -0.885 0.511  -0.07
6 N 0.374 -0.037 -0.120  -0.29
7 H 2.855 -0.248 -0.267  0.06
8 H 2.937 -1.292 1.028  0.07
9 H -0.039 1.635 -1.260  0.05
10 H 1.673 1.529 -0.562  0.04
11 H -0.989 -1.601 -0.184  0.11
12 H -1.273 -0.366 -1.443  0.12
13 H -1.755 -0.013 1.561  0.08
14 H -3.014 -0.204 0.336  0.07
15 H -1.998 1.244 0.345  0.07

The charge is 0. The HOMO energy comes out at -7.03 eV. For the HOMO-LUMO gap, the calculation gives 0.2987 Eh. As for the LUMO energy: 1.10 eV.

version x is favored, and the nearest alternative lies 0.890 eV above it.

Version w
# C2H6N2O3S

A single C2H6N2O3S molecule (ωB97M-V/def2-TZVPD, the OMol25 dataset).

Last column: Löwdin charge in e.
Cartesian coordinates (Å):
1 H 3.506 1.803 -0.403  0.15
2 N 2.561 1.225 -0.399  0.12
3 N 2.741 0.015 -0.211  -0.52
4 O 3.788 -0.621 -0.133  0.03
5 O 1.595 -0.625 -0.051  -0.21
6 S 0.097 0.275 0.615  0.85
7 C -0.798 1.311 -0.322  -0.18
8 C -0.957 -1.308 0.646  -0.11
9 O 0.592 0.854 1.860  -0.35
10 H -0.321 2.217 -0.574  0.01
11 H -1.436 0.854 -0.984  -0.02
12 H -1.413 -1.353 -0.327  0.04
13 H -0.087 -2.103 0.591  0.10
14 H -1.566 -1.324 1.601  0.09

The charge is 0. The HOMO energy (spin up / spin down) comes out at -9.38 / -9.38 eV. For the HOMO-LUMO gap (spin up / spin down), the calculation gives 0.3443 / 0.3443 Eh. As for the SMILES: [H]/N=[N+](\[O-])O[S@@](=C)(C)=O. As for the LUMO energy (spin up / spin down): -0.01 / -0.01 eV.

Version x
# C2H6N2O3S

3 unconnected molecules or ions with the total composition C2H6N2O3S (ωB97M-V/def2-TZVPD, the OMol25 dataset).

Last column: Löwdin charge in e.
Cartesian coordinates (Å):
1 C 1.282 -0.884 1.746  -0.46
2 C -1.655 -0.648 -1.251  -0.16
3 N -0.286 -0.210 -1.390  -0.07
4 N 0.994 -1.350 0.702  0.16
5 O 1.200 1.630 0.507  -0.43
6 O 1.613 -0.143 2.580  -0.01
7 O 0.672 2.764 2.637  -0.40
8 S 1.610 2.073 1.793  0.89
9 H -2.294 -0.360 -2.211  0.10
10 H -1.676 -1.769 -1.182  0.09
11 H -2.198 -0.241 -0.378  0.08
12 H -0.002 0.696 -1.306  0.03
13 H 0.256 -0.737 -2.091  0.12
14 H 0.484 -0.820 -0.159  0.06

The charge is 0. The HOMO energy comes out at -10.02 eV. For the HOMO-LUMO gap, the calculation gives 0.3610 Eh. As for the LUMO energy: -0.20 eV.

version x is favored, and the nearest alternative lies 6.414 eV above it.

Version w
# CH4OS2

2 unconnected molecules or ions with the total composition CH4OS2 (ωB97M-V/def2-TZVPD, the OMol25 dataset).

Last column: Löwdin charge in e.
Cartesian coordinates (Å):
1 O -1.850 0.836 -0.502  -0.70
2 S -1.760 -0.453 0.259  0.67
3 C 1.591 1.119 0.331  -0.50
4 S 1.665 -0.590 -0.268  0.60
5 H 0.866 1.231 1.141  0.02
6 H 2.571 1.475 0.656  0.03
7 H 1.264 1.732 -0.512  0.03
8 H 2.072 -1.151 0.880  -0.15

The charge is 0. The HOMO energy comes out at -8.46 eV. For the HOMO-LUMO gap, the calculation gives 0.2383 Eh. As for the SMILES: O=S.CS. As for the LUMO energy: -1.98 eV.

Version x
# CH4OS2

A single CH4OS2 molecule (ωB97M-V/def2-TZVPD, the OMol25 dataset).

Last column: Löwdin charge in e.
Cartesian coordinates (Å):
1 O 0.223 -1.046 -0.758  -0.11
2 C -0.008 -0.394 0.401  -1.13
3 S 0.964 1.218 0.542  0.63
4 S -1.671 0.103 0.900  0.66
5 H 0.135 -0.406 -1.443  0.06
6 H 0.560 -1.115 1.116  0.11
7 H 1.857 0.945 -0.439  -0.15
8 H -2.060 0.695 -0.319  -0.08

The charge is 0. The HOMO energy comes out at -9.26 eV. For the HOMO-LUMO gap, the calculation gives 0.3631 Eh. As for the SMILES: OC(S)S. As for the LUMO energy: 0.62 eV.

version x is favored, and the nearest alternative lies 1.618 eV above it.

Version w
# CH4OS2

2 unconnected molecules or ions with the total composition CH4OS2 (ωB97M-V/def2-TZVPD, the OMol25 dataset).

Last column: Löwdin charge in e.
Cartesian coordinates (Å):
1 O -0.897 -1.505 -0.817  -0.05
2 C -1.034 -1.572 0.373  -0.68
3 S -0.607 -0.288 1.523  0.74
4 H -1.447 -2.452 0.893  0.07
5 H -0.166 0.557 0.580  -0.35
6 S 0.873 1.515 -0.601  0.60
7 H 1.288 2.774 -0.834  -0.17
8 H 1.991 0.971 -1.117  -0.15

The charge is 0. The HOMO energy comes out at -9.83 eV. For the HOMO-LUMO gap, the calculation gives 0.3807 Eh. As for the SMILES: O=CS.S. As for the LUMO energy: 0.53 eV.

Version x
# CH4OS2

2 unconnected molecules or ions with the total composition CH4OS2 (ωB97M-V/def2-TZVPD, the OMol25 dataset).

Last column: Löwdin charge in e.
Cartesian coordinates (Å):
1 O 0.769 -0.642 -0.294  -0.06
2 C 1.775 -0.297 0.499  -0.81
3 S 3.234 -0.970 0.558  0.67
4 H 1.098 -1.356 -0.888  0.11
5 H 1.376 0.414 1.241  0.08
6 S -2.515 0.992 0.252  0.44
7 H -2.185 0.353 -0.895  -0.22
8 H -3.552 1.507 -0.475  -0.21

The charge is 0. The HOMO energy (spin up / spin down) comes out at -9.32 / -9.32 eV. For the HOMO-LUMO gap (spin up / spin down), the calculation gives 0.3534 / 0.3534 Eh. As for the SMILES: OC=S.S. As for the LUMO energy (spin up / spin down): 0.29 / 0.29 eV.

Version y
# CH4OS2

2 unconnected molecules or ions with the total composition CH4OS2 (ωB97M-V/def2-TZVPD, the OMol25 dataset).

Last column: Löwdin charge in e.
Cartesian coordinates (Å):
1 C 2.206 0.460 0.120  -0.14
2 O 1.366 1.312 0.213  -0.02
3 H 1.990 -0.549 -0.266  0.08
4 H 3.237 0.709 0.429  0.08
5 S -2.134 -1.339 0.490  0.23
6 S -2.400 0.486 -0.526  0.22
7 H -0.888 -1.070 0.873  -0.24
8 H -3.377 -0.009 -1.332  -0.20

The charge is 0. The HOMO energy comes out at -8.53 eV. For the HOMO-LUMO gap, the calculation gives 0.3248 Eh. As for the SMILES: C=O.SS. As for the LUMO energy: 0.31 eV.

version x is favored, and the nearest alternative lies 0.383 eV above it.